Density functional theory data (the ωB97M-V functional and the def2-TZVPD basis) for a structure of composition C4H5NO2.

```
12
C4H5NO2 (the ωB97M-V functional and the def2-TZVPD basis)
N 1.90343 -0.21725 -0.74149
O -0.16237 -1.51055 -0.79409
C -0.30480 -0.97728 0.56902
C -0.40690 0.86167 -0.48612
C -1.08454 0.30181 0.53501
H 2.44508 -1.02590 -0.46790
H -0.67597 1.57189 -1.25920
H -2.14190 1.64563 1.26470
O -2.06426 0.68585 1.36130
H -0.13545 -1.66439 1.38939
C 0.53698 -0.33812 -0.47973
H 2.28471 0.64734 -0.37524
```

Summary:
Gap between HOMO and LUMO ... 9.02 eV
Energy relative to the best compared isomer or geometry (same formula, charge and spin) ... 367.1 kJ/mol

In the natural (NBO) picture, each atom carries the following charge in e: -0.8149 -0.4747 -0.0918 -0.4145 0.3529 0.3801 0.2202 0.4884 -0.6433 0.2112 0.4039 0.3825


Density functional theory data (the ωB97M-V functional and the def2-TZVPD basis) for the molecule C6H7NO in a non-equilibrium geometry.

```
15
C6H7NO (the ωB97M-V functional and the def2-TZVPD basis)
C -1.35388 1.32693 0.31362
H 1.92763 0.29118 -0.27780
H -0.51942 -2.31270 -1.26585
H 1.65435 1.25547 -1.79622
H -0.35181 1.62122 2.06870
H -0.12465 -0.24532 -2.50567
C -0.09426 -0.49278 1.49351
H -0.44398 -0.87026 2.46393
C -0.22844 -1.42221 -0.70830
O -2.08524 1.73416 -0.49848
H 1.02669 -0.41486 1.53574
C 1.31390 0.46624 -1.14350
C -0.63962 0.90977 1.30682
C 0.32830 -0.34991 -1.52638
N -0.40957 -1.49695 0.53988
```

Summary:
SMILES string ... C=C/C=N\CC=C=O
Gap between HOMO and LUMO ... 9.17 eV
Energy relative to the best compared isomer or geometry (same formula, charge and spin) ... 226.3 kJ/mol

In the natural (NBO) picture, each atom carries the following charge in e: 0.7230 0.1931 0.1772 0.2034 0.2682 0.2184 -0.2400 0.2087 0.0944 -0.4630 0.1974 -0.3240 -0.5742 -0.2892 -0.3933


Density functional theory data (the ωB97M-V functional and the def2-TZVPD basis) for a cluster of 10 separate species, C11H42N10O10 in total in a non-equilibrium geometry.

```
73
C11H42N10O10 (the ωB97M-V functional and the def2-TZVPD basis)
H 0.01677 3.38556 0.53308
N 0.26226 2.51464 0.95163
N -3.34425 0.96883 0.12927
H 3.14946 1.16484 0.04021
H -2.05877 -2.27711 3.53987
H 0.92290 2.85815 -4.50201
H 1.49484 -2.82699 -1.25130
O -1.97004 2.65023 1.83340
O -4.55383 -0.47586 -1.07058
H -1.25257 -0.06105 1.00051
H 2.53323 -0.21656 3.76323
H 1.89927 0.59473 -3.25795
H -6.11233 1.67543 -1.22598
H 1.74125 -0.91734 2.31286
C 0.83398 4.34779 -2.89271
H -1.10155 0.54594 2.72054
H 0.08015 3.69132 -1.25489
N 2.12262 -0.13006 2.73785
H 1.98344 2.00856 -2.22848
O -2.49577 -0.24722 3.10967
H 1.34473 5.23989 -2.48999
H 1.17410 2.03354 0.93908
N 0.27333 0.31330 -0.63293
H 2.47500 3.29554 -4.04308
H -5.07452 2.64219 -0.04757
C 1.46036 3.73099 -4.18345
H 0.01950 1.19550 -0.10522
H 1.44268 4.32721 -5.04367
H -2.96284 1.84585 0.42745
O 0.46566 -2.48387 2.00091
C 3.42443 0.57630 -2.14156
H -4.00248 -3.68618 -1.17460
H 0.97281 0.44516 -1.48433
O 2.22711 -3.42161 -1.31593
H 0.48803 -4.38908 2.79320
C 0.36898 -3.86524 1.84804
O 4.01218 1.06123 2.58971
H 3.95572 2.42630 -1.60186
H -3.24548 0.22098 2.76812
H -0.57457 -4.17666 1.47173
H 4.13534 -3.07585 -0.66088
C -0.36518 -0.84789 -0.68142
C -0.63150 2.10617 1.77108
H 2.95132 -1.96250 0.02989
O -2.73003 -3.06963 0.43933
O 3.86168 -0.67580 -2.41452
C 2.87437 0.58283 1.98182
H -0.14566 4.73375 -3.21488
O -0.07277 -1.86787 -1.61023
O 0.53464 3.33800 -1.97744
H 0.66702 0.51471 2.50204
H 4.93411 1.19795 -1.00196
H -2.48696 -2.76582 -1.64482
N -5.23048 1.78306 -0.69013
H -1.77613 -1.74099 0.37666
N 4.04859 1.46964 -1.39591
H -2.56960 0.34439 -0.16143
C 3.12120 -3.00142 -0.31446
H 1.18530 -4.17759 1.21408
C -2.94184 -3.47733 -0.93452
N -1.22138 -0.85997 0.30260
H -3.56258 -1.59900 4.16901
C -4.38163 0.75188 -0.63140
C -2.85419 -1.58368 3.34214
H -2.35145 -4.40861 -1.05510
N 2.26066 1.07192 -2.41915
N 2.53033 0.74817 0.78250
H -0.27410 -2.05574 1.51033
H -2.98332 -3.76789 1.05313
N -0.26554 1.01479 2.34516
H 3.08586 -3.54662 0.60717
H -3.45252 -1.97350 2.45353
H 1.71067 0.21527 0.36552
```

Summary:
SMILES string ... NC(N)=O.NC(N)=O.NC(N)=O.NC(N)=O.NC(N)=O.CCO.CO.CO.CO.CO
Gap between HOMO and LUMO ... 9.00 eV
Energy relative to the best compared isomer or geometry (same formula, charge and spin) ... 1028.1 kJ/mol

In the Mulliken picture, each atom carries the following charge in e: 0.2061 -0.2987 -0.1068 -0.0805 0.3059 0.3230 0.4346 -0.8143 -0.7022 -0.9865 0.2560 0.2733 0.2663 0.3175 -0.3239 0.2507 0.1602 -0.3140 0.0752 -0.5828 0.3642 0.3466 0.1931 0.2778 0.2254 -1.2215 0.5072 0.4107 0.2190 -0.4682 0.2382 0.2571 -0.0313 -0.5519 0.3261 -0.4777 -0.8122 0.1625 0.2582 0.0783 0.3552 0.5598 0.5680 -0.1023 -0.5985 -0.6628 0.6327 0.3440 -0.9019 -0.4130 0.3869 0.2804 0.2071 -0.4007 0.0334 -0.4947 0.1697 -0.3683 0.1634 -0.7169 1.3661 0.3545 0.4021 -0.6218 0.3440 -0.2889 -0.0117 0.1501 0.2712 -0.3772 0.3000 0.1211 -0.0117


Density functional theory data (the ωB97M-V functional and the def2-TZVPD basis) for the molecule C3H3ClS2 in a non-equilibrium geometry.

```
9
C3H3ClS2 (the ωB97M-V functional and the def2-TZVPD basis)
H 0.80165 0.41572 -1.58358
Cl 2.06558 -0.49823 0.16169
S -1.57566 -2.12891 -0.17316
H 1.07762 1.60229 -0.39179
H -0.38776 -1.10462 1.64585
C -0.55847 0.43211 0.05789
C 0.84143 0.51046 -0.48610
S -1.49942 1.70583 0.11110
C -0.76497 -0.93465 0.65811
```

Summary:
SMILES string ... S=CC(=S)CCl
Gap between HOMO and LUMO ... 8.11 eV
Energy relative to the best compared isomer or geometry (same formula, charge and spin) ... 103.7 kJ/mol

In the natural (NBO) picture, each atom carries the following charge in e: 0.2550 0.0156 0.0915 0.2514 0.2222 -0.1803 -0.5128 0.1530 -0.2955


Density functional theory data (the ωB97M-V functional and the def2-TZVPD basis) for a cluster of 2 separate species, C5H14S in total in a non-equilibrium geometry.

```
20
C5H14S (the ωB97M-V functional and the def2-TZVPD basis)
C 2.67050 0.47875 -2.63773
H -2.91154 -1.07764 1.57827
H 3.13713 -0.28976 -3.24993
C -1.05763 -1.17042 2.72208
H -0.96959 1.53719 -2.34818
C 0.09452 1.89065 -2.65813
H 3.05136 0.26128 -1.60188
H 0.41816 2.35247 -1.66365
H -2.06459 0.56462 1.84884
H -0.49997 -0.62051 0.85245
H 0.98154 -1.03971 1.50861
H -0.06102 -2.42390 1.19902
C -2.32851 -0.48838 2.33949
H -2.94277 -0.28497 3.24957
C -0.02972 -1.44546 1.52880
H -1.24949 -2.16690 3.11200
H -0.57351 -0.48006 3.40221
S 0.88650 0.16800 -2.85809
H 3.18009 1.47355 -3.01592
H 0.26854 2.76119 -3.30783
```

Summary:
SMILES string ... CCC.CSC
Gap between HOMO and LUMO ... 9.54 eV
Energy relative to the best compared isomer or geometry (same formula, charge and spin) ... 198.8 kJ/mol

In the natural (NBO) picture, each atom carries the following charge in e: -0.7731 0.2051 0.2251 -0.4064 0.2381 -0.7489 0.2157 0.2107 0.1929 0.1998 0.2144 0.2037 -0.6030 0.2150 -0.6206 0.1984 0.1988 0.1767 0.2303 0.2273


Density functional theory data (the ωB97M-V functional and the def2-TZVPD basis) for a structure of composition C39H39NO4PPtS2Sb.

```
88
C39H39NO4PPtS2Sb (the ωB97M-V functional and the def2-TZVPD basis)
H -1.09140 -2.45043 4.36936
H 1.06716 1.57000 -1.87155
C 4.76754 0.94123 2.16895
H 2.77147 -4.78999 -3.64614
S -0.91218 6.37401 4.69791
C 0.14499 -2.28830 2.62785
O -2.52393 6.68835 6.68734
O 0.05343 -2.36684 -2.17564
C -0.07411 -4.29453 3.94111
C 3.05122 -4.53415 -2.63117
H -4.42623 3.29988 -0.89629
H -2.14195 5.42674 2.26403
H -0.12226 -1.25465 2.43730
H 5.35526 -5.21311 -0.21391
C -1.71775 -1.78413 -6.63815
H -2.94234 5.03754 -1.88163
C -3.49973 0.25487 -4.99770
C -3.44497 3.03099 -1.27755
C 0.79416 -4.94651 3.07718
H 0.97191 2.84200 -3.10770
H -0.69796 4.38348 -2.70128
H -1.80242 3.36885 0.92988
C 0.33531 4.00226 4.08434
C -0.25611 2.59412 2.20342
H -4.92499 1.02667 -0.41456
O 1.93481 -1.26105 -3.28240
H -4.00026 -0.20771 -1.31471
C 1.03487 -2.93176 1.76645
C 3.13130 -0.79253 2.50864
C -1.77369 1.31948 -1.70684
H 5.47103 1.66157 2.57002
C -2.61078 -2.48776 -3.72696
H -3.49667 0.24645 0.29713
H -3.21262 4.26859 6.74999
C -0.90862 2.32033 -2.22550
H 0.94166 4.19085 4.96239
H -4.27941 -0.41377 -5.36906
H 5.14486 1.46700 0.11871
H -3.34013 1.06100 -5.71582
C -1.21825 3.54679 1.82492
H -2.68993 -2.24835 -6.82102
P 1.73462 -2.02074 0.31632
H -3.40817 4.41004 4.98892
H -0.50492 -4.82302 4.78390
N -1.47014 -0.00813 -1.71915
C -0.08628 1.41801 1.42417
C 1.34438 -4.26899 1.99559
H 3.53371 -0.17820 -0.78784
C 2.69797 -3.09047 -0.66857
O 0.94107 -3.30369 -4.21285
H 1.04126 -5.98931 3.23958
Pt 0.06144 -0.88110 -0.71828
C -0.39996 -2.96335 3.71078
C -2.61806 4.00534 -1.82255
C -2.15311 5.87552 5.87435
H 4.58246 -6.05254 -2.46639
C 3.68476 -0.08811 0.28348
H -1.51593 -1.05309 -7.42387
Sb -1.64862 -0.83246 -4.68154
C -1.40169 4.69648 2.56946
C 2.38539 -3.48969 -2.03625
H 4.19759 -3.39335 0.88717
C 4.58663 0.82998 0.79430
H -3.60503 -2.64564 -4.15156
C -2.69665 4.47202 5.81419
H 2.56381 -1.41698 3.18679
C -1.36204 3.63051 -2.28748
H 4.17685 0.20438 4.09544
H -0.94084 -2.54922 -6.66012
C 4.07460 -5.23225 -1.97590
C 0.52660 2.85302 3.33707
H -2.66904 -2.27497 -2.66224
H -3.81575 0.69540 -4.04996
H 0.46102 1.17313 -3.45249
S 1.29796 -2.53565 -3.03652
C 4.49536 -4.76406 -0.70185
H -1.92165 3.73357 5.62141
H 2.00795 -4.78228 1.30981
C -3.04773 1.70447 -1.21897
H -1.98781 -3.36938 -3.87509
H 1.29342 2.13902 3.61158
C 4.04012 0.12687 3.02258
C -0.02835 0.49938 0.62701
C 0.46922 1.96227 -2.69923
C 2.94534 -0.90800 1.13687
C -0.64124 4.92360 3.71611
C 3.84288 -3.73635 -0.08111
C -3.92569 0.64053 -0.62843
```

Summary:
Net charge ... -2
Gap between HOMO and LUMO (spin up / spin down) ... 3.34 / 5.85 eV
⟨S²⟩ ... 2.02
Spin multiplicity ... 3
Energy relative to the best compared isomer or geometry (same formula, charge and spin) ... 0.0 kJ/mol

In the Mulliken picture, each atom carries the following charge in e: 0.4197 0.0190 -0.4951 0.4536 -0.1645 -0.1270 -0.5867 -0.6666 -0.5394 -0.0783 0.3140 0.4556 0.1906 0.3525 -1.2879 0.3355 -1.3288 -0.8602 -0.6551 0.4428 0.3135 0.3789 -0.3344 -0.2400 0.4705 -0.6716 0.1627 0.2955 -0.2498 0.3544 0.3406 -1.3642 0.1803 0.3229 1.1347 0.3987 0.4218 0.4034 0.3534 -0.0898 0.3608 1.1505 0.2666 0.3508 0.0142 0.0667 -0.7274 0.4247 0.0704 -0.8047 0.3990 0.5607 -0.6930 -0.8590 0.6725 0.3224 -0.5855 0.3365 0.6859 -0.2814 -0.6474 0.3455 -0.5515 0.5330 -0.9596 0.3675 -0.8156 0.4041 0.2693 -0.9867 -0.5187 0.2772 0.2843 0.0556 1.4002 -0.2823 0.3188 0.3703 1.1293 0.3731 0.5886 -0.5977 -0.1130 -1.1003 0.3485 -0.3473 -1.1892 -1.4620


Density functional theory data (the ωB97M-V functional and the def2-TZVPD basis) for the ion C8H12N3O with charge +1 in a non-equilibrium geometry.

```
24
C8H12N3O (the ωB97M-V functional and the def2-TZVPD basis)
H 1.42302 1.52676 -1.98415
H 1.80212 -0.83717 -1.06741
H -2.67455 -1.83912 0.72962
H 1.32647 2.13453 -0.37313
H -1.52937 -2.48378 2.19282
C 1.89390 0.00084 1.01427
C -0.57866 -1.02837 0.63044
H -1.19198 2.57101 -1.95927
H 2.83179 -0.39774 1.50102
N -1.35637 1.68402 -1.66681
C -1.58221 -1.95585 1.23093
H 1.81594 0.98076 1.54444
N -2.38950 0.11797 -0.56077
H 3.05431 0.34400 -0.67723
H 1.08246 -1.95728 1.44669
O -0.61160 -2.32959 0.18721
C 1.95986 0.14584 -0.50803
C -2.53414 1.04686 -1.44817
N 0.73688 -0.90750 1.45978
C -1.07933 0.06637 -0.26651
C -0.41487 1.06479 -0.96555
H 0.47145 -0.55943 2.39211
C 1.11721 1.28183 -1.02393
H -3.57285 1.33026 -1.82837
```

Summary:
Net charge ... +1
SMILES string ... c1nc2c([nH]1)CCC[NH2+][C@@]21CO1
Gap between HOMO and LUMO ... 9.36 eV
Energy relative to the best compared isomer or geometry (same formula, charge and spin) ... 206.4 kJ/mol

In the natural (NBO) picture, each atom carries the following charge in e: 0.2419 0.2444 0.2725 0.2191 0.2205 -0.2265 0.3424 0.4219 0.2441 -0.4935 -0.1344 0.2304 -0.4397 0.2576 0.4738 -0.4747 -0.4386 0.1876 -0.5488 -0.0127 0.1603 0.4455 -0.4300 0.2369


Density functional theory data (the ωB97M-V functional and the def2-TZVPD basis) for the ion C8H17N4 with charge +1 in a non-equilibrium geometry.

```
29
C8H17N4 (the ωB97M-V functional and the def2-TZVPD basis)
H 1.04891 -0.25635 1.41942
C 0.74571 -1.67366 -3.04513
H -2.18581 -0.97033 0.09807
H 0.26099 0.94604 -0.62921
C -0.33252 0.92793 0.28698
N -1.59901 -1.76154 -0.16884
H 2.95979 -1.56091 -3.09157
C 0.00589 -0.32114 1.10409
H -1.44125 3.46192 0.02411
H -1.38711 0.93988 0.00013
H -2.02182 -2.63334 0.15602
N -0.12388 -1.69554 -2.05252
C 1.90293 -1.57076 -1.16663
C -0.18006 -1.63801 0.34353
H 0.30807 -3.60957 0.66439
H -0.62561 2.18573 2.01052
N 0.07230 -2.76302 1.16437
C 2.04729 -1.59582 -2.53510
H 1.01296 2.22244 1.36087
H -0.60652 -0.36263 2.00680
H 0.41942 -1.71300 -4.06427
H 0.19851 3.49280 -0.62749
C -0.38638 3.44897 0.28799
H 0.71777 -2.60935 1.92358
N 0.58012 -1.63292 -0.91388
H -0.17155 4.33831 0.87244
H -1.35993 -1.76922 -1.28986
H 2.63471 -1.51855 -0.38694
C -0.04304 2.19895 1.08764
```

Summary:
Net charge ... +1
Gap between HOMO and LUMO (spin up / spin down) ... 6.37 / 6.57 eV
⟨S²⟩ ... 2.01
Spin multiplicity ... 3
Energy relative to the best compared isomer or geometry (same formula, charge and spin) ... 114.6 kJ/mol

In the natural (NBO) picture, each atom carries the following charge in e: 0.2319 -0.0844 0.4351 0.2107 -0.4024 -0.7542 0.2557 -0.4335 0.2056 0.1857 0.4442 -0.1944 0.0463 0.4450 0.3915 0.2039 -0.8455 -0.2343 0.2046 0.2338 0.2415 0.2072 -0.6025 0.4025 -0.3187 0.2279 0.4556 0.2289 -0.3878